Density functional theory data (ωB97M-V with the def2-TZVPD basis set) for 10 unconnected molecules or ions with the total composition C49H62F9N4O31.

Positions of all 155 atoms, in Å:
C: 0.83002 2.23251 2.89397
C: 1.46066 1.93141 1.54581
C: 0.98630 0.54877 0.80906
C: 1.80670 -0.80028 1.23550
C: 0.72754 -1.99009 0.80838
C: 0.14400 -1.85157 -0.71443
C: -1.48938 -1.49768 -0.77382
N: -2.35813 -2.58305 -0.17672
C: -3.75043 -1.96302 0.04864
C: -3.73923 -1.41008 1.62274
C: -3.81613 -2.59026 2.79389
C: -3.83238 -2.09500 4.37249
C: -3.73717 -0.49272 4.73022
C: -3.64414 0.67778 3.57434
C: -3.66827 0.19894 1.98347
O: -3.62347 1.27570 0.96933
N: 2.92183 -1.05969 0.20059
C: 4.26015 -1.20433 0.58640
C: 4.17069 -0.96757 2.21796
N: 5.11696 -1.83939 3.01172
C: 4.92703 0.51847 2.34993
C: 5.18068 0.98326 3.90223
O: 6.62411 1.24682 4.20798
C: 4.41054 2.42806 4.13500
N: 5.36277 3.62578 3.97474
C: 2.56624 -0.89911 2.68634
C: 2.04031 -1.95573 3.82669
C: 2.19828 -3.53777 3.44772
O: 3.31096 -4.27292 3.48204
O: 0.94590 -4.27320 3.06910
H: 1.47186 2.54167 3.83942
H: -0.34054 2.16031 3.08082
H: 2.20917 2.72692 1.11190
H: 1.18921 0.70961 -0.35654
H: -0.18744 0.44913 0.91077
H: 1.36496 -2.99970 0.83075
H: -0.18776 -2.02734 1.56796
H: 0.74304 -1.13812 -1.42176
H: 0.22450 -2.93699 -1.20505
H: -1.74256 -0.43607 -0.35167
H: -1.74473 -1.46680 -1.93713
H: -1.97343 -2.97271 0.71172
H: -3.97148 -1.07243 -0.70745
H: -4.62317 -2.75297 -0.13820
H: -3.85165 -3.72986 2.47232
H: -3.90798 -2.93653 5.18601
H: -3.74662 -0.17339 5.86515
H: -3.56189 1.81058 3.88649
H: -3.38151 2.11460 1.48341
H: 2.84380 -1.15657 -0.84468
H: 5.20780 -1.41378 -0.07041
H: 6.11654 -1.47509 2.97716
H: 5.19288 -2.76325 2.48810
H: 6.00788 0.39481 1.85863
H: 4.39048 1.34674 1.68297
H: 4.83260 0.17063 4.70446
H: 7.05097 1.64827 3.39547
H: 3.58147 2.58536 3.29418
H: 3.82995 2.48856 5.16300
H: 5.54406 3.79028 2.96039
H: 4.88965 4.44538 4.43156
H: 2.59605 0.11299 3.31956
H: 0.91038 -1.73575 4.03766
H: 2.65301 -1.70267 4.81879
H: 0.69980 -4.74076 3.93635
C: -1.34972 3.21688 -1.99975
C: -1.03951 4.66677 -2.15232
O: 0.16210 4.82420 -1.43244
C: 0.78830 3.61715 -1.51954
O: 1.96675 3.43726 -1.26114
O: -0.06390 2.63291 -1.93964
F: -1.99037 5.42774 -1.56542
H: -1.89272 2.99485 -1.07496
H: -1.92030 2.82245 -2.84489
H: -0.89232 4.98761 -3.18910
C: 6.61598 4.65198 -0.05634
C: 7.69185 5.06987 -0.99951
O: 8.77576 4.23833 -0.65231
C: 8.20729 3.09744 -0.17076
O: 8.80437 2.04370 -0.02581
O: 6.88315 3.27562 0.12312
F: 8.05311 6.35408 -0.78056
H: 6.67817 5.16279 0.91041
H: 5.61620 4.80646 -0.47103
H: 7.44241 4.92756 -2.05642
C: -4.51889 2.49972 8.24901
C: -3.64202 3.57644 8.79075
O: -2.35246 3.19488 8.36847
C: -2.54848 2.50472 7.21005
O: -1.66620 2.25097 6.40689
O: -3.85704 2.13771 7.05366
F: -3.66342 3.58136 10.14248
H: -4.57718 1.62829 8.90977
H: -5.53307 2.85301 8.04405
H: -3.87292 4.57720 8.41038
C: -8.42106 -5.51923 -1.33812
C: -7.41815 -4.86178 -2.22334
O: -7.31924 -3.55767 -1.69759
C: -7.60075 -3.68803 -0.37078
O: -7.35189 -2.83844 0.46835
O: -8.18952 -4.89125 -0.09314
F: -7.87747 -4.77582 -3.49192
H: -9.45273 -5.33050 -1.65345
H: -8.26811 -6.59946 -1.26678
H: -6.43183 -5.33783 -2.21520
C: -3.94072 -2.22460 -5.34349
C: -2.93780 -1.56715 -6.22871
O: -2.83890 -0.26304 -5.70296
C: -3.12040 -0.39340 -4.37615
O: -2.87155 0.45619 -3.53702
O: -3.70917 -1.59662 -4.09851
F: -3.39713 -1.48119 -7.49729
H: -4.97238 -2.03586 -5.65882
H: -3.78776 -3.30483 -5.27215
H: -1.95148 -2.04320 -6.22057
C: 9.83513 9.93431 -2.17521
C: 9.09146 9.99322 -0.88479
O: 7.91339 10.69320 -1.21503
C: 7.68701 10.40675 -2.52781
O: 6.62599 10.60051 -3.09750
O: 8.79244 9.86806 -3.12723
F: 9.77324 10.71573 0.03218
H: 10.43738 10.83049 -2.35838
H: 10.48334 9.05638 -2.24198
H: 8.83332 9.01286 -0.47035
C: 2.23696 -7.53455 3.14053
C: 3.23963 -8.28218 3.95132
O: 2.95545 -9.63246 3.66346
C: 2.44314 -9.62556 2.40086
O: 2.33330 -10.61881 1.70139
O: 2.07409 -8.36751 2.01022
F: 3.04065 -8.07745 5.27274
H: 1.27494 -7.42512 3.65232
H: 2.59384 -6.54314 2.84875
H: 4.28070 -8.06171 3.69231
C: -0.94801 0.65883 -8.53619
C: -0.20269 0.17835 -7.33814
O: 1.14624 0.24056 -7.74239
C: 1.19629 1.25006 -8.65620
O: 2.22688 1.78648 -9.02769
O: -0.05096 1.59408 -9.10061
F: -0.50668 -1.11051 -7.06594
H: -1.14447 -0.13849 -9.26080
H: -1.89634 1.13491 -8.27275
H: -0.34756 0.79280 -6.44316
C: -10.91477 -3.36831 -6.43648
C: -10.70710 -4.68189 -5.76337
O: -9.58876 -5.22104 -6.43084
C: -8.86465 -4.14117 -6.83855
O: -7.70270 -4.19535 -7.20571
O: -9.59725 -2.98741 -6.77856
F: -11.76217 -5.50161 -5.96966
H: -11.51711 -3.44965 -7.34750
H: -11.37694 -2.63051 -5.77508
H: -10.49585 -4.60841 -4.69123

Its energy is -5353.75021 Ha. The charge is +1.